Density functional theory data (the ωB97M-V functional and the def2-TZVPD basis) for a molecular structure, C20H55N5O5Zr at a distorted geometry.

M: 536.91 g mol⁻¹
HOMO-LUMO gap: 9.2 eV
strongest force on any atom: 5.63 eV Å⁻¹
net charge: +4
energy relative to the best compared isomer or geometry (same formula, charge and spin): 0.0000 eV
LUMO level: -12.46 eV
highest occupied orbital energy: -21.67 eV
E: -40556.651 eV

Structure (XYZ):
```
86
Properties=species:S:1:pos:R:3:forces:R:3
Zr -0.406419 -0.103244 0.516384 3.0 -0.4 -2.1
C -2.084419 4.141756 1.029384 -0.2 0.3 0.4
C -1.086419 3.179756 0.423384 -1.7 1.9 -3.1
C 0.299581 3.692756 0.692384 -0.2 0.6 2.0
O 1.064581 2.544756 1.063384 0.8 1.6 -0.3
C 2.384581 3.020756 1.356384 0.0 0.8 -1.7
N -1.336419 1.811756 0.926384 -2.0 2.7 3.0
H -1.942419 5.103756 0.567384 0.5 0.6 0.1
H -1.804419 4.221756 2.096384 -0.8 0.2 -0.2
H -3.161419 4.011756 0.814384 0.4 -0.7 0.4
H -1.282419 3.258756 -0.687616 0.3 -0.8 0.9
H 0.355581 4.506756 1.525384 -0.3 -1.6 -1.0
H 0.637581 4.243756 -0.168616 0.7 -0.1 -0.6
H 2.335581 3.786756 2.072384 -0.1 1.1 1.2
H 2.955581 3.467756 0.498384 -0.8 -0.6 0.3
H 2.907581 2.222756 1.743384 1.4 -1.8 0.8
H -2.363419 1.789756 1.050384 0.0 -0.4 -1.0
H -1.249419 2.133756 1.921384 0.6 -1.1 -0.3
C 0.360581 -0.670244 4.561384 1.7 -0.7 0.3
C 0.026581 -0.855244 3.092384 -3.6 -1.5 3.2
C -1.512419 -0.977244 3.045384 1.6 -1.2 1.8
O -2.000419 -0.694244 1.752384 -2.5 -0.5 1.7
C -3.354419 -1.208244 1.822384 -1.0 -1.4 -1.5
N 0.344581 0.358756 2.413384 2.9 2.6 4.1
H -0.113419 0.212756 4.935384 -0.2 0.8 0.3
H 1.485581 -0.568244 4.626384 -1.1 -0.1 0.3
H 0.041581 -1.494244 5.208384 0.2 0.0 -0.2
H 0.464581 -1.812244 2.838384 0.6 0.3 -1.1
H -1.975419 -0.290244 3.721384 -0.1 0.8 0.5
H -1.836419 -1.958244 3.452384 0.2 0.2 -0.8
H -3.837419 -0.819244 0.962384 -0.8 0.4 -0.6
H -3.966419 -1.031244 2.708384 0.7 0.7 0.3
H -3.326419 -2.309244 1.713384 0.2 0.4 0.0
H 1.273581 0.493756 2.879384 0.3 0.1 -1.9
H 0.009581 1.156756 3.030384 -0.7 -1.0 -1.1
C 0.399581 1.501756 -3.191616 1.6 0.0 -1.6
C 1.274581 0.635756 -2.290616 -0.9 -0.3 -2.3
C 2.761581 0.990756 -2.187616 -0.1 1.1 -2.7
O 3.067581 0.891756 -0.836616 3.0 0.0 -1.0
C 4.428581 1.277756 -0.764616 1.8 -3.1 3.0
N 0.815581 0.841756 -0.913616 -1.4 1.7 -1.8
H 0.627581 1.175756 -4.194616 0.1 0.1 -0.7
H 0.657581 2.562756 -3.222616 0.0 0.1 0.5
H -0.667419 1.409756 -3.162616 -0.6 -0.3 0.6
H 1.293581 -0.386244 -2.735616 -0.8 0.4 1.2
H 3.033581 1.992756 -2.584616 -0.5 -0.2 0.4
H 3.384581 0.336756 -2.771616 0.2 -0.6 -0.2
H 5.134581 0.522756 -1.199616 -0.9 0.4 0.2
H 4.653581 1.339756 0.300384 0.2 0.1 -0.1
H 4.630581 2.177756 -1.185616 0.2 2.8 -1.4
H 0.700581 1.879756 -0.935616 -0.6 -0.9 0.3
H 1.824581 0.867756 -0.663616 -0.6 -0.1 3.4
C -4.149419 -0.634244 -1.922616 -0.7 2.9 0.4
C -2.768419 -1.109244 -1.572616 -0.8 -1.0 -1.7
C -2.004419 -1.452244 -2.833616 -1.8 -1.0 -1.0
O -0.703419 -1.812244 -2.539616 0.9 -0.2 0.3
C -0.093419 -2.297244 -3.734616 1.1 -0.6 -0.3
N -1.933419 -0.030244 -1.037616 -1.9 2.2 -1.3
H -4.737419 -0.258244 -1.075616 0.5 0.0 0.4
H -4.840419 -1.319244 -2.282616 -0.7 -1.9 -1.0
H -4.227419 0.235756 -2.642616 0.7 -0.9 0.5
H -2.820419 -1.962244 -0.938616 -0.1 -0.6 0.7
H -2.084419 -0.597244 -3.540616 0.3 -0.1 0.2
H -2.460419 -2.279244 -3.353616 -0.6 -0.3 -0.3
H -0.482419 -3.236244 -4.117616 -0.8 0.0 0.2
H 0.942581 -2.560244 -3.547616 0.3 0.4 0.3
H -0.134419 -1.561244 -4.523616 -0.1 0.3 -0.2
H -1.556419 0.152756 -1.976616 1.3 1.0 0.8
H -2.600419 0.770756 -1.030616 0.5 -0.4 0.7
C 0.420581 -4.322244 -0.680616 -0.8 -0.9 2.3
C 0.634581 -3.122244 0.261384 2.9 -1.1 -0.1
C 1.741581 -2.157244 -0.233616 0.7 -3.4 0.3
O 1.671581 -1.021244 0.570384 1.7 0.4 1.9
C 2.788581 -1.051244 1.520384 0.5 2.6 0.4
N -0.533419 -2.248244 0.393384 -2.4 -5.0 -0.5
H 0.063581 -4.064244 -1.633616 -0.3 0.5 -1.4
H -0.310419 -5.075244 -0.243616 0.7 1.0 -0.3
H 1.337581 -4.878244 -0.757616 0.5 -0.2 -0.2
H 0.857581 -3.584244 1.286384 0.2 1.0 -1.2
H 1.628581 -1.868244 -1.247616 -0.5 0.2 -1.1
H 2.725581 -2.692244 -0.178616 -0.7 0.8 0.1
H 3.782581 -1.000244 1.091384 -0.2 -0.5 -1.0
H 2.743581 -1.892244 2.153384 -0.3 -1.0 0.8
H 2.838581 -0.096244 2.097384 -0.6 -0.8 -0.3
H -1.035419 -2.901244 1.028384 -0.4 1.5 0.6
H -1.029419 -2.663244 -0.420616 -0.1 1.5 -0.5
```
Forces are in eV/Å.